Entry 1:
One molecule with the formula C19H23N7. Source: the Open Molecules 2025 dataset; level of theory: wB97M-V/def2-TZVPD.

Structure (XYZ):
```
49
Properties=species:S:1:pos:R:3:mulliken_charge:R:1
C 2.22489 -4.19827 -0.47701 -1.329
C 1.80319 -2.95995 -1.20458 0.350
N 1.77777 -3.13888 -2.47798 -0.968
N 1.25000 -1.85705 -2.84888 0.750
C 0.82617 -1.54883 -4.20648 1.521
C -0.70659 -1.54291 -4.22793 -1.640
C 1.24745 -2.65825 -5.15292 -1.755
C 1.27315 -0.29583 -4.77455 -0.047
N 1.82183 0.64214 -5.20570 -0.541
C 1.00018 -0.99272 -1.79614 -0.607
C 1.39043 -1.65926 -0.73358 0.175
N 1.44184 -1.40597 0.71813 -0.109
C 0.84366 -0.34378 1.25130 0.275
N 0.97972 -0.44267 2.56520 -0.704
C 0.46705 0.60872 3.24282 -0.656
C -0.39123 1.57311 2.72210 -0.284
C -0.49414 1.46666 1.33127 0.380
C -1.34146 2.48141 0.62105 0.359
C -2.34172 1.98793 -0.44390 -0.777
C -1.09070 2.83636 -0.73807 -0.573
N 0.06431 0.54616 0.58159 -0.166
C -0.96704 2.25969 3.93053 1.505
C -2.45674 2.66720 3.95747 -1.155
C -1.28557 3.74848 3.93481 -1.028
C -0.31304 1.67762 5.16318 -0.490
N 0.36625 0.53887 4.58330 -0.204
H 3.26446 -4.47948 -0.63029 0.274
H 2.10786 -4.26534 0.58811 0.354
H 1.59206 -5.09141 -0.79697 0.296
H -1.19939 -2.52532 -4.27734 0.305
H -1.13946 -1.12040 -3.38051 0.384
H -1.05066 -1.09312 -5.05491 0.559
H 2.33293 -2.86470 -5.04842 0.406
H 0.72443 -3.55485 -4.87044 0.424
H 1.06239 -2.49859 -6.24404 0.359
H 0.63307 0.02693 -1.70311 0.679
H 1.80138 -2.12558 1.35483 0.345
H -1.96878 3.05012 1.34470 0.274
H -3.23744 2.52730 -0.43910 0.334
H -2.38232 1.00144 -0.87624 0.186
H -1.24864 3.88675 -1.07832 0.216
H -0.32330 2.37031 -1.40208 0.161
H -3.05199 2.52649 4.79922 0.312
H -2.95479 2.23212 3.09862 0.294
H -1.11778 4.34427 3.07391 0.259
H -1.19822 4.29562 4.81766 0.340
H 0.52660 2.33484 5.49620 0.221
H -1.01709 1.48781 5.94714 0.434
H 0.45504 -0.45519 4.96635 0.304
```

Its SMILES is Cc1nn(C(C)(C)C#N)cc1Nc1nc2c(c(C3CC3)n1)C1(CC1)CN2. As for the total charge: 0. As for the orbital gap: 8.4073 eV. The energy comes out at -1120.9480 Eh.

***

Entry 2:
C19H24BrNPdSi as an isolated structure. Source: the Open Molecules 2025 dataset; level of theory: wB97M-V/def2-TZVPD.

Structure (XYZ):
```
47
Properties=species:S:1:pos:R:3:mulliken_spin:R:1
C 2.66738 2.86557 -0.87889 0.180
C 1.46571 2.81414 -0.09690 0.152
C 1.64559 1.86435 0.96197 0.173
H 0.53034 3.32076 -0.31914 0.000
C 2.97921 1.36384 0.86037 0.122
C 3.60175 1.96365 -0.27442 0.164
H 4.61884 1.78139 -0.59806 0.020
H 2.85779 3.47442 -1.76335 0.002
H 0.91418 1.57948 1.71990 0.005
H 3.46133 0.69220 1.56580 0.018
Pd 1.93457 0.95500 -0.87964 0.943
Br -0.51814 1.34884 -2.23633 0.168
C 1.51744 -1.33065 -4.35179 0.005
C 2.93990 -1.31431 -4.22079 -0.002
C 3.39949 -0.00730 -4.57059 0.015
H 3.56485 -2.15435 -3.92662 0.001
C 2.25979 0.78088 -4.91569 0.004
C 1.10084 -0.04043 -4.79395 0.006
H 0.07688 0.27246 -4.97033 0.002
H 0.85998 -2.17269 -4.15219 0.000
H 4.43584 0.32197 -4.59325 0.000
H 2.26541 1.82325 -5.22165 0.001
C 0.87757 -0.69885 3.59328 -0.001
Si -0.85562 -1.10879 3.01819 0.005
C -1.19131 -2.96715 3.00175 0.000
C -1.96850 -0.28243 4.28915 0.000
N -1.00865 -0.38368 1.47598 -0.003
C -2.01967 -0.15785 0.68004 0.009
C -2.10162 -0.82281 -0.58904 0.000
C -3.33539 -1.01709 -1.17846 -0.002
C -4.49462 -0.47972 -0.58554 0.005
C -4.37928 0.43622 0.48004 -0.002
C -3.14099 0.67653 1.05834 0.006
H 1.11481 -1.22942 4.52705 0.001
H 0.97694 0.38026 3.77654 0.000
H 1.60955 -0.97866 2.82476 0.003
H -0.97656 -3.39960 3.99419 0.000
H -2.23788 -3.20479 2.75888 0.000
H -0.55453 -3.49511 2.27724 0.000
H -1.63590 0.75277 4.45257 0.000
H -3.01998 -0.25808 3.97127 0.000
H -1.89917 -0.82571 5.24357 0.000
H -1.18390 -1.23291 -1.00489 0.000
H -3.39650 -1.57110 -2.11798 0.000
H -5.48482 -0.71300 -0.99701 0.000
H -5.25746 1.00205 0.81453 0.000
H -3.01552 1.37645 1.89110 0.000
```

Its expectation value of S² is 2.006. As for the total charge: -2. As for the spin multiplicity: 3. As for the orbital gap (spin up / spin down): 5.3319 / 4.4337 eV. The energy comes out at -3784.4164 Eh.